(1)
A molecular structure, C3H4CeN3O3 at a distorted geometry, computed with the ωB97M-V functional and the def2-TZVPD basis.

Output
LUMO level (alpha / beta) (Eh): -0.428 / -0.408
Molecular weight (g mol⁻¹): 270.199
HOMO level (alpha / beta) (eV): -16.4 / -16.4
⟨S²⟩: 0.7526
HOMO-LUMO gap (alpha / beta) (eV): 4.780 / 5.321
2S+1: 2
Total charge: +2

```
14
Properties=species:S:1:pos:R:3:forces:R:3:lowdin_spin:R:1
N -2.42863 2.19162 0.92295 0.08 -0.54 -0.21 0.0000
C -2.20924 1.06017 0.99233 -0.18 0.99 0.33 0.0000
O -1.89971 -0.19513 1.11269 0.23 -0.34 -0.08 0.0000
N -0.46362 -0.27893 1.26264 0.08 0.10 0.08 -0.0001
C 0.07307 -0.73213 -0.00699 0.25 -0.25 0.57 -0.0007
N 1.43285 -1.15150 0.25049 0.22 0.57 -1.22 -0.0021
C -0.12169 0.37017 -1.03916 -1.19 0.01 -0.89 -0.0010
O -0.95117 0.37675 -1.87630 0.40 0.01 0.19 -0.0042
O 0.82519 1.45595 -1.04193 3.86 0.06 -1.36 -0.0263
H -0.32159 -1.01628 1.95038 -0.13 -0.01 0.06 0.0000
H -0.46699 -1.58492 -0.41658 -0.17 -0.08 -0.06 -0.0001
H 2.08922 -0.38084 0.33887 -0.04 -0.02 0.66 0.0002
H 1.76421 -1.78342 -0.47085 -0.02 -0.37 0.27 0.0001
Ce 2.67810 1.66849 -1.97855 -3.39 -0.13 1.65 1.0344
```
Positions in Å, forces in eV/Å.

---

(2)
A single C6H6N2 molecule at a distorted geometry, computed with the ωB97M-V functional and the def2-TZVPD basis.

Output
LUMO level (Eh): -0.037
Molecular weight (g mol⁻¹): 106.128
HOMO level (eV): -8.7
Energy above the lowest of the compared OMol25 structures with the same formula, charge and spin (kcal per mole): 93.4
HOMO-LUMO gap (eV): 7.664

```
14
Properties=species:S:1:pos:R:3:forces:R:3:mulliken_charge:R:1
C 0.87485 -1.48974 0.92720 1.23 0.22 0.37 -0.2931
C 0.27291 -0.70289 -0.18582 -0.18 0.02 3.34 0.8057
C 0.47252 -1.53692 -1.39336 -0.21 0.03 -0.32 -0.6608
C -1.33279 2.72176 0.07947 -0.37 -0.31 -0.97 -0.7265
C -0.25547 0.43373 0.35802 -1.34 0.70 -4.42 -0.2267
C -0.96786 1.51790 -0.33848 0.93 0.35 -3.24 -0.1694
N 1.51763 -2.48307 0.48523 -0.04 -2.04 -0.04 -0.6638
N 1.17340 -2.54586 -0.88539 -0.87 2.49 0.06 0.2297
H 0.97613 -1.32795 2.01338 -0.32 0.47 -0.75 0.3827
H -1.73507 3.48879 -0.57512 0.11 -0.36 -0.26 0.2396
H -1.28763 3.02983 1.05109 0.17 0.59 2.78 0.3069
H -0.12753 0.69632 1.33939 0.44 -0.20 2.65 0.3286
H -0.98471 1.54675 -1.46670 -0.12 -1.13 1.15 0.2402
H 1.40362 -3.34865 -1.40890 0.58 -0.82 -0.36 0.2068
```
Positions in Å, forces in eV/Å.

---

(3)
7 unconnected molecules or ions with the total composition C38H86INO12 at a distorted geometry, computed with the ωB97M-V functional and the def2-TZVPD basis.

Output
LUMO level (Eh): 0.009
Molecular weight (g mol⁻¹): 876.005
Structure (SMILES): CCCNC(CCCCOC=O)(CCCCOC=O)OCCOC[C@H](I)CC.CC(C)O.CC(C)O.CC(C)O.CC(C)O.CC(C)O.CC(C)O
HOMO level (eV): -8.7
HOMO-LUMO gap (eV): 8.923

```
138
Properties=species:S:1:pos:R:3:forces:R:3:mulliken_charge:R:1
C -0.18160 3.02555 4.82694 0.39 -0.32 -0.97 -0.9061
C -0.01877 1.42003 4.53121 0.16 0.67 -0.74 -0.1782
C -0.73637 1.06418 3.06273 0.96 2.00 0.31 -0.2377
N 0.04872 0.03727 2.28093 -1.92 -0.88 0.88 0.0784
C -0.55773 -1.34206 2.31529 2.34 -1.60 0.80 0.6594
C -1.22304 -1.78810 3.74567 -0.95 -1.08 -0.18 -1.0759
C -2.89475 -1.73492 3.72693 0.81 -0.63 1.13 -0.2543
C -3.42019 -3.25330 3.35041 -0.65 0.31 -0.08 -0.6362
C -4.79525 -3.29786 2.45950 1.54 -1.52 -0.98 -0.2033
O -5.96728 -2.66608 3.08450 -1.57 1.53 -3.46 -0.3231
C -6.75978 -1.90655 2.06198 3.28 5.48 -2.43 0.1761
O -6.25938 -0.80878 1.43191 -3.10 -7.62 4.34 -0.4060
C 0.70738 -2.40635 2.06058 -0.64 0.95 0.84 -1.0912
C 1.60436 -2.05336 0.73750 1.34 -1.09 1.12 -0.1511
C 3.19723 -2.07884 1.24699 -0.91 0.98 -0.76 -0.5910
C 4.10029 -1.73549 -0.10044 -1.89 -0.13 0.97 0.0635
O 5.45345 -2.27345 0.11384 1.87 3.59 0.75 -0.3384
C 6.44227 -1.17078 0.18246 -0.23 2.06 -6.86 0.3692
O 6.63849 -0.48476 -0.97575 -1.03 -4.08 7.96 -0.5120
O -1.54066 -1.63314 1.26344 1.00 1.83 -0.60 -0.2176
C -1.58784 -0.59424 0.22524 -1.27 1.22 -0.76 1.0122
C -2.60575 -0.97779 -1.04545 1.43 -0.32 1.12 -0.7427
O -3.56966 0.11772 -1.23234 2.36 -0.22 -0.83 -0.2564
C -2.92919 1.31055 -1.84643 -1.60 0.97 -1.21 0.0289
C -2.77318 2.57852 -0.81544 2.41 -0.61 -0.47 -0.3951
I -4.45102 2.77028 0.61843 0.93 -0.23 -0.88 0.0327
C -2.46511 4.02116 -1.53447 0.57 0.84 1.46 -0.2394
C -1.37611 4.80135 -0.53310 0.18 -0.23 0.23 -0.6690
H -1.29291 3.31229 4.59254 2.14 -0.32 0.89 0.2294
H 0.19773 3.34584 5.88812 -1.11 -0.71 -2.04 0.2493
H 0.48924 3.58980 4.03312 -1.36 -1.08 1.54 0.2604
H -0.46319 0.79069 5.41194 1.01 1.11 -1.70 0.2263
H 1.14474 1.21714 4.35958 -2.50 0.14 0.69 0.0731
H -1.88514 0.85285 3.15562 2.37 0.01 -0.20 0.0705
H -0.64918 2.08302 2.44570 -0.32 -2.03 1.27 0.0353
H 1.06967 0.04949 2.49875 -1.50 -0.21 -0.02 0.3589
H -0.78062 -1.25792 4.69034 -0.74 -0.73 -2.10 0.1391
H -0.97120 -2.94757 3.87864 -0.42 2.51 -0.19 0.4227
H -3.20425 -1.53637 4.86269 0.42 -0.23 -2.60 0.3131
H -3.31689 -0.88969 3.03605 0.77 -1.80 1.26 0.2175
H -3.60230 -3.82030 4.36211 0.36 0.96 -1.99 0.3475
H -2.59904 -3.85504 2.72695 -1.87 1.42 1.27 0.2027
H -4.57071 -2.84968 1.40205 -0.46 -0.53 2.11 0.0800
H -5.06617 -4.44606 2.28109 0.51 2.38 0.45 0.2598
H -7.87919 -2.19567 1.77221 2.52 0.14 1.25 0.3142
H 1.36882 -2.32869 3.05099 -1.23 -0.18 -2.12 0.2867
H 0.23756 -3.47949 2.07062 1.00 2.03 -0.36 0.2504
H 1.47507 -2.91472 -0.05062 0.13 1.96 1.31 0.3745
H 1.44204 -0.98602 0.28776 -0.07 -2.19 0.85 0.0466
H 3.26018 -1.20927 2.06250 0.22 -1.87 -1.72 0.1584
H 3.49422 -3.08877 1.76053 -0.55 1.89 -1.21 0.2214
H 3.55762 -2.28942 -1.00494 1.54 1.28 1.78 -0.0149
H 4.10372 -0.56322 -0.24231 0.09 -2.51 -0.02 0.2655
H 7.04860 -0.93354 1.18079 -1.51 -1.01 -2.11 0.2129
H -2.09796 0.35763 0.73216 1.33 -1.84 -1.28 -0.3391
H -0.56088 -0.33469 -0.27131 -1.76 -0.50 1.41 -0.1289
H -3.10922 -2.00087 -0.76384 0.50 2.23 -0.77 0.2449
H -1.92046 -1.10860 -2.00503 -1.60 0.18 1.82 0.1912
H -1.92857 1.04381 -2.43451 -1.88 0.59 1.63 0.2297
H -3.68788 1.66792 -2.69567 1.65 -0.79 1.84 0.0626
H -1.81996 2.33703 -0.13868 -2.20 0.60 -1.27 0.0452
H -3.41706 4.73510 -1.54644 1.94 -1.89 -0.34 0.2714
H -1.96426 3.90911 -2.59002 -1.22 0.07 1.96 0.2668
H -1.66764 4.63934 0.60811 0.41 0.39 -2.47 0.1734
H -0.27918 4.37715 -0.64478 -2.27 0.81 0.09 0.0358
H -1.33329 5.95201 -0.74186 -0.11 -2.21 0.34 0.3426
C 10.75297 -3.09663 3.63978 0.05 -0.07 0.36 -1.2345
C 9.44018 -3.28984 2.89758 0.56 0.20 -0.36 0.3373
C 9.67594 -3.66266 1.44259 -0.22 -0.21 -0.19 -1.1479
O 8.68101 -2.08524 2.95937 -0.31 0.35 -0.03 -0.5517
H 11.33939 -2.28526 3.19419 -0.04 -0.13 -0.10 0.3280
H 10.56786 -2.81659 4.68240 -0.01 -0.11 -0.14 0.3150
H 11.35376 -4.01132 3.62406 -0.03 0.13 0.00 0.3693
H 8.85213 -4.07337 3.38770 -0.08 0.28 -0.03 0.2602
H 10.22416 -2.87137 0.91908 0.08 -0.06 0.14 0.3232
H 8.72250 -3.78643 0.91778 0.11 -0.06 0.12 0.2533
H 10.24429 -4.59430 1.36094 -0.05 0.12 -0.04 0.3821
H 9.19554 -1.38384 2.52651 -0.08 -0.35 0.23 0.3709
C -6.18612 1.90674 -5.55284 0.03 0.36 -0.04 -1.4085
C -5.14155 0.84555 -5.85999 -0.58 -0.22 0.26 0.3421
C -5.78472 -0.43260 -6.37401 0.13 -0.28 -0.24 -1.0735
O -4.39862 0.55816 -4.67818 0.18 -0.05 0.11 -0.3919
H -6.87716 1.56293 -4.77501 0.02 -0.09 -0.13 0.3321
H -5.70976 2.81666 -5.17217 -0.03 -0.12 -0.12 0.3351
H -6.76459 2.16163 -6.44630 0.02 -0.01 0.12 0.4251
H -4.43620 1.22832 -6.60559 0.06 -0.10 0.24 0.2843
H -6.46152 -0.85939 -5.62531 -0.05 0.18 -0.02 0.3582
H -5.02202 -1.19156 -6.57916 -0.05 0.21 -0.06 0.0775
H -6.35104 -0.24796 -7.29207 0.03 -0.05 0.09 0.4246
H -5.01696 0.21773 -4.01047 0.24 0.10 -0.22 0.2920
C 2.96177 -0.29894 -4.85051 -0.01 0.34 0.14 -1.3575
C 3.36775 -1.56022 -4.10489 -0.15 -0.04 -0.65 0.7319
C 4.14209 -2.51055 -5.00424 0.29 -0.21 0.11 -1.3894
O 2.20060 -2.21701 -3.61744 -0.25 -0.14 0.20 -0.4651
H 2.30962 -0.53751 -5.69818 0.14 -0.08 0.00 0.3136
H 2.39465 0.37014 -4.19442 0.14 -0.08 -0.04 0.3039
H 3.83892 0.23806 -5.22484 -0.12 -0.04 0.01 0.3779
H 3.98043 -1.29355 -3.23688 -0.21 -0.12 0.00 0.1485
H 3.53180 -2.82756 -5.85736 0.01 0.16 0.01 0.3276
H 4.41699 -3.41921 -4.45782 0.01 0.18 -0.02 0.3269
H 5.05461 -2.04000 -5.38309 -0.10 -0.08 0.01 0.3893
H 1.65050 -2.45744 -4.38142 0.27 0.12 0.32 0.2886
C -1.87729 -4.55267 -7.60614 0.27 -0.10 -0.26 -1.2895
C -2.16340 -3.12782 -7.15944 -0.44 -0.53 0.26 0.3826
C -2.56177 -3.07629 -5.69308 0.10 0.32 0.23 -1.0996
O -3.21533 -2.58605 -7.95390 -0.15 0.15 -0.17 -0.5616
H -2.76598 -5.18410 -7.49526 0.06 0.08 0.14 0.3252
H -1.60388 -4.57584 -8.66655 0.02 0.04 0.17 0.3202
H -1.06134 -4.99256 -7.02426 -0.10 -0.01 -0.06 0.3613
H -1.27634 -2.50600 -7.32196 -0.24 0.05 -0.13 0.2461
H -3.47473 -3.65536 -5.51435 0.12 -0.09 -0.07 0.3293
H -2.77666 -2.04624 -5.38874 0.09 -0.10 -0.04 0.1951
H -1.76641 -3.47178 -5.05384 -0.11 0.00 -0.01 0.4157
H -4.00715 -3.13201 -7.81594 0.38 0.19 -0.04 0.3605
C -4.47735 4.09474 7.15478 -0.19 -0.05 -0.32 -1.2902
C -3.30741 3.24137 7.61803 -0.17 0.56 0.40 0.5431
C -3.34502 3.01882 9.12156 0.09 -0.32 0.18 -1.3841
O -2.08522 3.88462 7.26628 0.20 0.09 -0.02 -0.4669
H -4.45041 5.08464 7.62395 0.00 -0.13 0.11 0.3392
H -4.43049 4.25693 6.07254 -0.02 -0.11 0.15 0.3095
H -5.43302 3.61933 7.39674 0.08 0.09 -0.03 0.3708
H -3.32957 2.27524 7.10225 0.20 0.17 -0.03 0.2217
H -3.27791 3.97057 9.66048 -0.13 -0.01 -0.12 0.3526
H -2.49036 2.41348 9.44240 -0.15 0.03 -0.09 0.3266
H -4.26659 2.51111 9.42251 0.09 0.07 0.02 0.3776
H -2.05691 4.74348 7.71975 -0.07 -0.38 -0.18 0.3106
C 2.96086 3.72940 -1.31356 -0.20 -0.23 -0.21 -1.1383
C 2.87063 5.24595 -1.25425 0.46 -0.29 0.44 0.4380
C 4.25026 5.88067 -1.18128 0.11 0.32 -0.17 -1.3809
O 2.11319 5.62957 -0.10954 -0.17 0.08 0.17 -0.5170
H 3.44789 3.33037 -0.41670 0.09 0.11 -0.08 0.3160
H 1.96020 3.28572 -1.35327 0.11 0.09 -0.06 0.2329
H 3.52463 3.40148 -2.19248 -0.04 -0.02 0.12 0.3807
H 2.34056 5.61797 -2.13774 -0.09 0.03 0.26 0.2814
H 4.78302 5.55794 -0.27974 -0.06 -0.13 -0.10 0.3508
H 4.16944 6.97167 -1.12663 -0.03 -0.16 -0.08 0.3266
H 4.85265 5.61740 -2.05619 -0.01 0.03 0.12 0.3790
H 2.57641 5.30334 0.67980 -0.18 0.13 -0.37 0.3442
```
Positions in Å, forces in eV/Å.

---

(4)
A single C5H7F2N molecule at a distorted geometry, computed with the ωB97M-V functional and the def2-TZVPD basis.

Output
LUMO level (Eh): 0.031
Molecular weight (g mol⁻¹): 119.114
Structure (SMILES): FC1(F)[C@@H]2NCC[C@@H]21
HOMO level (eV): -9.0
Energy above the lowest of the compared OMol25 structures with the same formula, charge and spin (kcal per mole): 34.8
HOMO-LUMO gap (eV): 9.870

```
15
Properties=species:S:1:pos:R:3:forces:R:3:mulliken_charge:R:1
F 2.74282 -0.32919 -0.46713 1.80 -0.22 -0.07 -0.2787
C 1.61407 0.03986 0.07442 -3.53 0.01 -0.36 0.8053
F 1.77901 0.72349 1.25274 0.38 -0.60 -0.94 -0.2904
C 0.56101 0.35213 -0.98371 -0.35 -0.45 -2.42 -0.3434
N -0.63170 1.14821 -0.80990 -0.23 1.03 3.19 -0.5011
C -1.00574 0.75194 0.63355 0.34 0.47 0.29 -0.6650
C -0.81425 -0.76026 0.61851 -0.19 -1.11 2.28 -0.4693
C 0.44302 -0.93295 -0.15337 1.69 0.65 0.15 -0.3991
H 0.90655 0.17689 -2.06794 -0.39 0.66 1.87 0.3169
H -1.50171 0.93007 -1.31148 1.23 -0.42 -0.55 0.3001
H -2.06823 1.00356 0.88289 1.13 0.23 -0.19 0.3620
H -0.22149 1.12578 1.41545 -1.97 0.03 -1.63 0.2368
H -0.84317 -1.21039 1.71632 0.16 0.78 -2.34 0.2608
H -1.56114 -1.25211 -0.00362 -0.46 -0.03 0.31 0.2789
H 0.60093 -1.76703 -0.79672 0.38 -1.02 0.39 0.3862
```
Positions in Å, forces in eV/Å.